# 1
A molecular structure, C26H25N4O2OsS in a non-equilibrium geometry, computed with ωB97M-V/def2-TZVPD.

**E_HOMO (spin up / spin down)**: -17.5 / -17.4 eV
**Calculated total energy**: -1863.19166 a.u.
**Total charge**: +3

Last column: natural (NBO) charge in e.
Positions of all 59 atoms, in Å:
1 Os -0.3426 0.6636 -0.4427  0.939
2 H 5.5733 -0.3692 -0.3563  0.267
3 C 1.1669 -6.9013 -0.6355  0.741
4 C -0.8856 -3.9289 -1.7950  -0.081
5 H -0.7008 -5.9467 -2.4593  0.268
6 C -2.4716 2.5209 -1.2710  0.197
7 H -0.0868 1.9012 5.2873  0.271
8 O 2.3536 -6.8695 -0.4895  -0.473
9 H 0.7486 -2.5856 0.9180  0.226
10 C 4.5139 -0.1567 -0.4160  -0.072
11 H -1.7050 3.5332 0.8351  0.259
12 C -1.1795 3.2522 -1.4940  -0.272
13 H -0.1362 4.2824 1.0797  0.258
14 H 3.0952 3.4217 0.0053  0.278
15 H -0.0756 -0.9353 2.0733  0.218
16 H -0.7638 3.0258 -2.4787  0.251
17 S -1.0893 -1.3908 -1.0637  0.419
18 H -0.4790 -7.8965 -0.8223  0.503
19 H -3.7688 4.0302 -2.0425  0.264
20 H -3.3182 -0.3573 0.0692  0.221
21 C -0.3897 2.3312 1.9562  0.206
22 N 1.7807 0.4158 -0.5363  -0.530
23 H 1.5720 -1.4960 -1.2995  0.209
24 H -1.5745 -3.6401 -2.5787  0.257
25 C 0.4735 -5.5610 -0.6878  0.017
26 H -5.8242 2.7022 -1.5660  0.269
27 C -0.4081 -5.2144 -1.7175  -0.220
28 C 0.4294 -3.3238 0.1955  -0.182
29 C 4.0249 1.0933 -0.0779  -0.215
30 C 1.1528 3.2961 -0.8126  -0.225
31 H -1.3219 4.3336 -1.4336  0.253
32 C 2.2827 -0.7825 -0.9228  0.062
33 C -4.8467 2.3089 -1.3197  -0.076
34 H 1.1278 4.3886 -0.8063  0.242
35 O 0.4797 -8.0174 -0.8015  -0.607
36 H 0.0649 -0.4732 4.5111  0.271
37 N -2.3402 1.2985 -0.7078  -0.485
38 C -0.1455 1.6585 4.2343  -0.077
39 H -0.3782 3.7018 3.5928  0.266
40 C 2.6699 1.3716 -0.1562  0.247
41 C -0.3098 2.6642 3.2933  -0.212
42 H 1.9358 2.8959 1.1780  0.243
43 H 3.9384 -2.0878 -1.1992  0.265
44 C -0.6326 3.3328 0.8734  -0.283
45 C -3.7036 3.0487 -1.5921  -0.209
46 C -3.4546 0.5989 -0.4143  0.073
47 H 1.5904 -4.9124 1.0323  0.265
48 H 1.3671 2.9776 -1.8347  0.233
49 C -0.0583 0.3391 3.8092  -0.215
50 H -5.5801 0.4732 -0.4558  0.271
51 N -0.2049 2.8004 -0.4588  -0.405
52 N -0.2967 1.0490 1.5499  -0.406
53 C -4.7161 1.0716 -0.7074  -0.216
54 H 4.7013 1.8789 0.2304  0.257
55 C 2.2227 2.7808 0.1293  -0.471
56 C -0.4483 -2.9518 -0.8566  -0.285
57 C 0.8886 -4.6055 0.2682  -0.110
58 C 3.6159 -1.1088 -0.8735  -0.222
59 C -0.1334 0.0700 2.4615  0.067

# 2
2 unconnected molecules or ions with the total composition C4H6BrClNO3 in a non-equilibrium geometry, computed with ωB97M-V/def2-TZVPD.

**E_HOMO**: -5.0 eV
**Calculated total energy**: -3470.77469 a.u.
**Total charge**: -1

Last column: natural (NBO) charge in e.
Positions of all 16 atoms, in Å:
1 H -1.5215 1.1711 -0.0975  0.209
2 N 0.0979 2.2443 -0.3686  -0.416
3 H 0.9955 0.6586 -2.4162  0.476
4 O 0.3390 -0.0455 -2.3247  -0.729
5 C 0.6728 -0.0410 2.3292  0.954
6 H -1.8637 -1.0767 -1.3465  0.198
7 C 0.0461 -0.1833 -0.9386  0.011
8 O 1.8352 -0.0789 2.1367  -0.625
9 O -0.3895 0.2582 1.8965  -0.667
10 H -0.5473 -2.2380 -1.1304  0.212
11 C -0.4837 1.1271 -0.3993  0.149
12 C -0.9685 -1.3026 -0.7711  -0.622
13 H -1.2233 -1.3984 0.2798  0.245
14 H 0.9704 -0.4307 -0.3922  0.205
15 Br 0.2828 -0.9684 4.3821  -0.626
16 Cl 1.7580 2.3042 -0.8393  0.026

Q: What is the total charge in the first record?
A: +3

Please write out number 1 again, unchanged.
A molecular structure, C26H25N4O2OsS in a non-equilibrium geometry, computed with ωB97M-V/def2-TZVPD.

**E_HOMO (spin up / spin down)**: -17.5 / -17.4 eV
**Calculated total energy**: -1863.19166 a.u.
**Total charge**: +3

Last column: natural (NBO) charge in e.
Positions of all 59 atoms, in Å:
1 Os -0.3426 0.6636 -0.4427  0.939
2 H 5.5733 -0.3692 -0.3563  0.267
3 C 1.1669 -6.9013 -0.6355  0.741
4 C -0.8856 -3.9289 -1.7950  -0.081
5 H -0.7008 -5.9467 -2.4593  0.268
6 C -2.4716 2.5209 -1.2710  0.197
7 H -0.0868 1.9012 5.2873  0.271
8 O 2.3536 -6.8695 -0.4895  -0.473
9 H 0.7486 -2.5856 0.9180  0.226
10 C 4.5139 -0.1567 -0.4160  -0.072
11 H -1.7050 3.5332 0.8351  0.259
12 C -1.1795 3.2522 -1.4940  -0.272
13 H -0.1362 4.2824 1.0797  0.258
14 H 3.0952 3.4217 0.0053  0.278
15 H -0.0756 -0.9353 2.0733  0.218
16 H -0.7638 3.0258 -2.4787  0.251
17 S -1.0893 -1.3908 -1.0637  0.419
18 H -0.4790 -7.8965 -0.8223  0.503
19 H -3.7688 4.0302 -2.0425  0.264
20 H -3.3182 -0.3573 0.0692  0.221
21 C -0.3897 2.3312 1.9562  0.206
22 N 1.7807 0.4158 -0.5363  -0.530
23 H 1.5720 -1.4960 -1.2995  0.209
24 H -1.5745 -3.6401 -2.5787  0.257
25 C 0.4735 -5.5610 -0.6878  0.017
26 H -5.8242 2.7022 -1.5660  0.269
27 C -0.4081 -5.2144 -1.7175  -0.220
28 C 0.4294 -3.3238 0.1955  -0.182
29 C 4.0249 1.0933 -0.0779  -0.215
30 C 1.1528 3.2961 -0.8126  -0.225
31 H -1.3219 4.3336 -1.4336  0.253
32 C 2.2827 -0.7825 -0.9228  0.062
33 C -4.8467 2.3089 -1.3197  -0.076
34 H 1.1278 4.3886 -0.8063  0.242
35 O 0.4797 -8.0174 -0.8015  -0.607
36 H 0.0649 -0.4732 4.5111  0.271
37 N -2.3402 1.2985 -0.7078  -0.485
38 C -0.1455 1.6585 4.2343  -0.077
39 H -0.3782 3.7018 3.5928  0.266
40 C 2.6699 1.3716 -0.1562  0.247
41 C -0.3098 2.6642 3.2933  -0.212
42 H 1.9358 2.8959 1.1780  0.243
43 H 3.9384 -2.0878 -1.1992  0.265
44 C -0.6326 3.3328 0.8734  -0.283
45 C -3.7036 3.0487 -1.5921  -0.209
46 C -3.4546 0.5989 -0.4143  0.073
47 H 1.5904 -4.9124 1.0323  0.265
48 H 1.3671 2.9776 -1.8347  0.233
49 C -0.0583 0.3391 3.8092  -0.215
50 H -5.5801 0.4732 -0.4558  0.271
51 N -0.2049 2.8004 -0.4588  -0.405
52 N -0.2967 1.0490 1.5499  -0.406
53 C -4.7161 1.0716 -0.7074  -0.216
54 H 4.7013 1.8789 0.2304  0.257
55 C 2.2227 2.7808 0.1293  -0.471
56 C -0.4483 -2.9518 -0.8566  -0.285
57 C 0.8886 -4.6055 0.2682  -0.110
58 C 3.6159 -1.1088 -0.8735  -0.222
59 C -0.1334 0.0700 2.4615  0.067

Q: What is the calculated total energy in the second record?
A: -3470.77469 a.u.